[1]
Computed, not measured: a structure of composition C22H19ClF12IrNO9P2, with wB97M-V/def2-TZVPD.

The geometry in XYZ format:
```
67
Properties=species:S:1:pos:R:3:forces:R:3:lowdin_charge:R:1
Ir -1.208 -1.652 -0.330 -0.56 -0.04 -0.51 1.48
C -5.644 3.526 0.215 0.02 0.02 0.00 -0.08
C -4.413 2.669 0.365 0.09 0.04 0.08 -0.29
C -3.597 2.748 1.494 -0.08 -0.02 -0.05 -0.07
C -2.481 1.948 1.636 0.01 -0.03 0.01 -0.02
C -2.114 1.027 0.636 -0.04 0.02 0.23 -0.26
N -1.039 0.184 0.742 0.42 0.37 -0.25 -0.06
C 0.089 0.604 1.446 -0.24 -0.19 0.03 -0.23
C 0.475 1.949 1.351 0.10 0.16 -0.05 -0.04
C 1.578 2.452 2.004 -0.03 -0.02 -0.01 -0.05
C 2.363 1.628 2.805 0.00 0.02 -0.05 -0.28
C 3.595 2.142 3.506 -0.02 0.00 0.01 -0.07
C 1.991 0.298 2.897 0.06 0.02 0.10 -0.01
C 0.889 -0.239 2.234 0.16 -0.05 -0.12 -0.07
C 0.560 -1.729 2.404 -0.18 -0.01 0.18 -0.37
O -0.562 -2.158 1.794 0.45 -0.16 -0.01 -0.23
C 0.313 -1.988 3.932 0.00 0.07 -0.18 -0.55
F -0.327 -3.132 4.173 -0.05 -0.19 -0.01 0.15
F 1.458 -2.039 4.658 0.23 -0.01 0.18 0.12
F -0.433 -1.015 4.475 -0.12 0.14 0.04 0.15
C 1.760 -2.646 1.962 -0.29 0.11 0.12 -0.55
F 1.784 -2.785 0.643 -0.01 0.09 -0.39 0.13
F 2.992 -2.220 2.314 0.33 0.10 0.11 0.12
F 1.641 -3.878 2.485 -0.05 -0.27 0.08 0.14
C -2.944 0.923 -0.488 -0.12 -0.05 -0.12 -0.15
C -4.056 1.749 -0.612 -0.05 -0.11 -0.03 0.00
C -2.536 -0.074 -1.535 -0.14 -0.10 -0.23 -0.16
O -2.722 -1.985 0.450 -0.34 0.02 0.22 -0.37
C -3.696 -0.873 -2.107 0.32 0.16 -0.04 -0.62
F -3.317 -2.060 -2.614 0.08 -0.13 -0.03 0.11
F -4.663 -1.120 -1.217 -0.13 -0.07 0.26 0.13
F -4.331 -0.244 -3.141 -0.12 0.18 -0.22 0.10
C -1.792 0.632 -2.655 0.01 -0.17 0.34 -0.61
F -2.477 1.708 -3.148 -0.21 0.25 -0.06 0.10
F -0.628 1.143 -2.232 0.19 0.06 0.06 0.13
F -1.553 -0.135 -3.722 0.04 -0.16 -0.17 0.14
H -5.615 4.373 0.904 0.01 0.01 0.01 0.06
H -6.562 2.969 0.422 0.00 -0.03 0.01 0.07
H -5.730 3.925 -0.798 0.00 0.00 -0.01 0.07
H -3.851 3.443 2.289 -0.01 0.01 0.00 0.10
H -1.876 2.012 2.531 -0.03 0.02 -0.01 0.11
H -0.107 2.600 0.711 0.03 -0.03 0.00 0.12
H 1.842 3.497 1.874 0.01 0.01 0.00 0.10
H 3.607 3.233 3.529 -0.02 0.01 0.00 0.06
H 4.510 1.818 3.004 0.01 -0.01 -0.01 0.07
H 3.647 1.786 4.538 0.00 -0.01 0.01 0.07
H 2.584 -0.349 3.530 -0.01 0.05 -0.04 0.11
H -4.669 1.664 -1.503 0.02 0.01 0.00 0.12
C 3.891 -2.042 -3.272 0.04 -0.06 0.04 -0.09
C 2.703 -1.118 -3.008 -0.06 -0.02 0.06 -0.54
O 2.492 -0.290 -4.169 0.11 0.15 0.04 -0.12
P 3.024 0.041 -1.623 -0.11 -0.17 -0.14 0.49
O 3.312 1.397 -2.404 0.09 0.13 0.18 -0.12
O 4.481 -0.303 -1.034 0.13 0.08 -0.25 -0.13
O 2.027 0.048 -0.558 -0.09 0.11 0.19 -0.22
P 1.139 -2.149 -2.892 -0.12 -0.10 -0.21 0.35
O 1.670 -3.478 -2.193 0.07 0.00 0.11 -0.18
O 0.855 -2.318 -4.346 -0.04 -0.01 0.02 -0.30
O 0.028 -1.553 -2.048 0.53 0.29 0.56 -0.48
H 4.766 -1.446 -3.536 0.00 0.02 0.00 0.08
H 3.643 -2.708 -4.099 -0.01 0.02 -0.01 0.08
H 4.123 -2.647 -2.398 0.00 -0.01 0.02 0.07
H 1.812 -0.789 -4.667 -0.14 -0.07 -0.13 0.06
H 2.883 1.322 -3.273 -0.06 -0.05 -0.18 0.06
H 4.358 -0.502 -0.102 -0.04 -0.12 0.30 0.07
H 1.017 -3.778 -1.523 -0.07 -0.06 -0.07 -0.07
Cl -0.958 -4.016 -0.710 0.04 -0.23 0.00 0.05
```
Positions in Å, forces in eV/Å.

Charge = -2
E_HOMO (alpha / beta) = -1.55 / -1.64 eV
Spin multiplicity = 5
Orbital gap (alpha / beta) = 6.063 / 5.476 eV

[2]
Computed, not measured: a cluster of 4 separate species, C57H42N2O9 in total, with wB97M-V/def2-TZVPD.

The geometry in XYZ format:
```
110
Properties=species:S:1:pos:R:3:forces:R:3:lowdin_charge:R:1
C -6.624 0.456 -6.568 0.73 0.70 0.22 -0.02
C -5.295 0.191 -7.391 -0.52 1.05 -0.05 -0.46
O -5.137 0.907 -8.365 0.31 -0.83 0.38 0.03
N -4.330 -0.780 -6.998 -2.21 -0.45 -0.58 -0.10
C -4.843 -1.673 -5.919 0.77 -0.22 0.62 -0.08
C -3.773 -1.531 -8.147 1.53 -0.69 -0.84 -0.18
C -2.182 -1.514 -8.194 -0.31 -0.94 1.27 -0.15
C -1.662 -2.400 -6.985 -0.39 -0.15 -0.59 -0.18
C -0.095 -2.551 -6.923 -0.29 -1.53 -0.31 -0.12
N 0.554 -1.758 -5.867 -0.03 0.22 -1.32 0.02
C 0.065 -1.849 -4.532 -0.01 1.21 -0.21 -0.36
O -0.354 -2.879 -4.068 0.02 0.61 0.05 0.12
C 0.165 -0.418 -3.940 0.80 1.10 -0.74 -0.06
C -0.293 0.141 -2.690 0.83 1.31 -1.53 -0.02
C -0.037 1.574 -2.441 0.70 -1.72 -2.20 -0.03
C 0.702 2.337 -3.449 -0.56 -1.32 0.15 -0.05
C 1.171 1.752 -4.716 -1.02 -1.34 1.34 0.02
C 0.875 0.357 -4.968 -0.40 1.08 2.28 -0.04
C 1.187 -0.540 -6.210 -1.06 1.20 2.59 -0.35
O 1.789 -0.208 -7.192 -0.45 -0.69 0.03 0.13
H -6.851 1.548 -6.714 0.31 -1.14 0.00 0.09
H -6.496 0.311 -5.469 -0.33 -0.22 -0.92 0.07
H -7.496 -0.102 -6.992 0.91 0.16 0.48 0.09
H -5.885 -2.044 -6.089 0.74 0.49 0.18 0.10
H -4.193 -2.588 -5.856 -0.55 1.02 0.00 0.08
H -4.734 -1.100 -4.955 -0.42 -0.85 -0.82 0.10
H -4.148 -1.204 -9.146 0.03 0.19 1.07 0.12
H -4.071 -2.613 -8.035 0.20 0.99 -0.13 0.12
H -1.760 -0.489 -8.045 -0.49 -0.69 -0.58 0.12
H -1.824 -2.020 -9.130 -0.34 0.84 0.63 0.12
H -2.089 -3.438 -7.123 0.40 1.01 0.18 0.12
H -2.133 -1.999 -6.054 0.80 -0.31 -0.53 0.10
H 0.140 -3.642 -6.759 -0.17 1.13 -0.04 0.13
H 0.328 -2.307 -7.933 -0.10 0.13 1.12 0.13
H -0.838 -0.509 -1.971 0.42 0.77 -0.61 0.11
H -0.415 2.023 -1.496 0.48 -0.24 -0.97 0.11
H 0.876 3.415 -3.209 -0.08 -1.10 -0.53 0.10
H 1.734 2.344 -5.467 -0.54 -0.39 0.72 0.12
O -1.053 5.188 -4.883 0.03 0.08 0.03 0.09
C -1.554 6.227 -5.268 0.21 -0.54 0.15 -0.28
C -1.158 7.528 -4.671 0.03 0.18 0.06 -0.08
C -0.187 7.558 -3.673 0.12 0.12 0.12 0.00
C 0.217 8.772 -3.137 -0.06 -0.03 -0.07 -0.06
C -0.344 9.960 -3.596 -0.06 -0.09 -0.05 -0.06
C -1.324 9.933 -4.578 0.12 0.13 0.13 0.00
C -1.738 8.717 -5.114 0.17 -0.05 0.13 -0.08
C -2.800 8.698 -6.152 -0.32 0.54 -0.23 -0.28
O -3.343 9.729 -6.499 0.08 -0.11 0.05 0.10
C -3.181 7.401 -6.762 -0.03 -0.17 -0.05 -0.09
C -4.149 7.370 -7.762 -0.12 -0.11 -0.16 0.00
C -4.489 6.166 -8.362 0.10 0.04 0.11 -0.05
C -3.863 4.987 -7.967 0.02 0.04 0.03 -0.05
C -2.907 5.011 -6.961 -0.10 -0.11 -0.12 0.00
C -2.567 6.216 -6.352 -0.14 0.01 -0.17 -0.08
H 0.256 6.637 -3.317 -0.11 -0.01 -0.14 0.12
H 0.976 8.794 -2.364 -0.04 -0.01 -0.05 0.11
H -0.018 10.909 -3.185 -0.03 -0.05 -0.02 0.11
H -1.762 10.860 -4.929 -0.08 -0.16 -0.07 0.12
H -4.636 8.286 -8.076 0.14 0.02 0.13 0.12
H -5.241 6.145 -9.143 0.05 0.00 0.05 0.11
H -4.123 4.048 -8.443 0.01 0.03 0.05 0.11
H -2.425 4.090 -6.655 0.03 0.14 0.09 0.12
O 3.399 -4.768 2.641 -0.07 0.11 0.00 0.10
C 2.767 -3.730 2.645 0.33 -0.54 0.00 -0.28
C 2.540 -2.988 3.911 -0.05 0.12 0.15 -0.08
C 3.076 -3.479 5.099 0.03 0.04 0.19 0.00
C 2.903 -2.773 6.281 0.00 -0.03 -0.05 -0.05
C 2.196 -1.574 6.281 -0.02 -0.04 -0.12 -0.05
C 1.646 -1.090 5.103 0.03 0.03 0.22 0.00
C 1.811 -1.798 3.916 0.12 -0.09 0.14 -0.09
C 1.203 -1.281 2.665 -0.36 0.55 0.02 -0.28
O 0.522 -0.273 2.679 0.08 -0.11 -0.01 0.10
C 1.446 -2.011 1.396 0.04 -0.11 -0.12 -0.08
C 0.912 -1.518 0.209 0.00 -0.03 -0.25 0.01
C 1.160 -2.173 -0.988 0.15 -0.18 0.25 -0.05
C 1.943 -3.324 -1.004 0.01 0.01 0.16 -0.04
C 2.466 -3.827 0.179 -0.01 -0.02 -0.23 0.00
C 2.215 -3.176 1.383 -0.07 0.11 -0.17 -0.08
H 3.631 -4.409 5.102 -0.05 0.06 -0.16 0.12
H 3.325 -3.154 7.205 -0.02 0.05 -0.03 0.10
H 2.073 -1.017 7.203 0.01 -0.05 -0.04 0.11
H 1.092 -0.159 5.109 0.00 -0.10 -0.16 0.12
H 0.306 -0.620 0.217 0.09 -0.03 0.17 0.11
H 0.750 -1.789 -1.907 0.12 -0.18 0.08 0.05
H 2.144 -3.830 -1.942 -0.04 0.03 0.05 0.11
H 3.072 -4.725 0.161 -0.04 0.07 0.17 0.12
O 2.916 -4.925 14.960 0.02 0.06 -0.13 0.11
C 3.129 -4.483 13.848 -0.11 -0.25 0.60 -0.28
C 3.466 -5.394 12.725 0.05 -0.09 -0.18 -0.08
C 3.519 -6.767 12.947 0.02 -0.20 -0.06 0.00
C 3.795 -7.629 11.896 -0.01 0.11 0.00 -0.06
C 4.018 -7.124 10.618 -0.01 0.08 0.07 -0.06
C 3.984 -5.755 10.396 0.03 -0.19 -0.09 0.00
C 3.714 -4.886 11.449 -0.03 -0.19 0.07 -0.08
C 3.697 -3.422 11.204 0.13 0.21 -0.58 -0.28
O 3.967 -2.976 10.104 -0.06 -0.03 0.06 0.09
C 3.340 -2.513 12.321 -0.04 0.10 0.16 -0.08
C 3.286 -1.140 12.096 -0.05 0.20 0.06 0.00
C 2.921 -0.284 13.125 0.01 -0.11 0.00 -0.06
C 2.608 -0.796 14.381 0.04 -0.09 -0.07 -0.06
C 2.675 -2.162 14.613 -0.04 0.19 0.10 0.00
C 3.046 -3.025 13.585 -0.02 0.22 -0.08 -0.08
H 3.340 -7.165 13.939 -0.02 0.18 -0.02 0.12
H 3.831 -8.698 12.070 0.00 0.06 0.00 0.11
H 4.222 -7.799 9.795 0.00 0.05 0.05 0.11
H 4.164 -5.366 9.401 -0.01 0.11 0.13 0.12
H 3.523 -0.738 11.119 0.00 -0.18 0.02 0.12
H 2.875 0.784 12.947 0.00 -0.06 0.00 0.11
H 2.314 -0.126 15.181 0.02 -0.05 -0.04 0.11
H 2.434 -2.554 15.593 0.07 -0.12 -0.13 0.12
```
Positions in Å, forces in eV/Å.

E_HOMO = -9.54 eV
Structure (SMILES) = CC(=O)N(C)CCCCN1C(=O)c2ccccc2C1=O.O=C1c2ccccc2C(=O)c2ccccc21.O=C1c2ccccc2C(=O)c2ccccc21.O=C1c2ccccc2C(=O)c2ccccc21
Spin multiplicity = 1
Orbital gap = 8.434 eV

Ordered energy results: -109596.4645 -81199.1439; unit eV.
Ordered energy relative to the best compared isomer or geometry (same formula, charge and spin) results: 9.0 0.0; unit kcal/mol.